ORCA calculation (wB97M-V/def2-TZVPD) on C35H40N6O5S2Si2Zn as an isolated structure.

As for the maximum force: 3.23 eV/A. As for the energy relative to the best compared isomer or geometry (same formula, charge and spin): 0.00 kcal per mole. As for the total energy: -141970.85181 eV. The value obtained for the highest occupied orbital energy is -0.069 hartree. Its net charge is -2. As for the orbital gap: 6.09 eV.

CARTESIAN COORDINATES (ANGSTROEM)
Zn: 11.25529 11.78112 10.19072
O: 13.10175 13.24148 14.92373
C: 11.96362 13.97278 14.90305
C: 11.47483 14.47098 16.11715
C: 10.26845 15.14189 16.16614
C: 9.52721 15.30990 15.00797
C: 9.95315 14.75678 13.80286
C: 11.20054 14.10718 13.70037
C: 11.56731 13.38040 12.47549
O: 10.68602 13.17054 11.57248
N: 12.82141 12.89373 12.43292
N: 13.09590 12.24671 11.29496
C: 14.37301 11.89334 11.17255
C: 14.88270 11.23018 10.03772
C: 16.19795 10.72880 10.11192
C: 16.77963 10.10830 9.02052
C: 16.06762 9.98935 7.81202
C: 14.76841 10.45160 7.72463
C: 14.06824 11.02024 8.84305
O: 12.78942 11.25376 8.79095
H: 13.28103 13.04884 13.92328
H: 12.07656 14.32966 17.00718
H: 9.93815 15.56905 17.11479
H: 8.62314 15.89444 15.00300
H: 9.29807 14.82689 12.94606
H: 15.08562 12.19800 11.94847
H: 16.71966 10.81992 11.06693
H: 17.79752 9.74040 9.09440
H: 16.54738 9.55631 6.92945
H: 14.23236 10.33972 6.78742
C: 7.60624 10.86086 10.97284
Si: 8.85448 10.05897 12.17340
C: 7.97741 8.40339 12.67522
C: 9.01111 11.09618 13.78875
C: 10.44394 9.69033 11.18999
C: 10.17067 9.11582 9.85764
C: 9.76873 7.76990 9.57223
C: 9.54597 7.36736 8.26250
C: 9.74184 8.29717 7.23065
C: 10.13460 9.58175 7.56511
N: 10.33548 9.97530 8.83002
Si: 11.80088 8.78218 12.14670
C: 13.05780 8.12891 10.88358
C: 11.10875 7.19647 12.95862
C: 12.63650 9.68524 13.60244
H: 6.66733 11.10248 11.53724
H: 7.33412 10.16331 10.15962
H: 7.94453 11.84030 10.52496
H: 7.02609 8.72770 13.15513
H: 8.51402 7.79130 13.40720
H: 7.73498 7.78631 11.78158
H: 8.05538 10.96592 14.34018
H: 9.10015 12.17789 13.59002
H: 9.84795 10.76840 14.45257
H: 9.59828 7.08325 10.39466
H: 9.23435 6.34403 8.04195
H: 9.56905 8.01795 6.20436
H: 10.25955 10.33758 6.79204
H: 12.60615 7.28867 10.30091
H: 13.91712 7.76401 11.48825
H: 13.41986 8.86620 10.16648
H: 10.46593 6.59900 12.30994
H: 10.55006 7.38971 13.90487
H: 11.98513 6.56444 13.24988
H: 13.51073 10.27244 13.27359
H: 13.01942 8.89942 14.28549
H: 11.96117 10.35065 14.18141
N: 9.58665 19.24141 13.06835
C: 9.02538 18.22990 12.36487
C: 9.73123 17.61591 11.28955
C: 9.11487 16.67196 10.47531
C: 7.86004 16.22682 10.85776
C: 7.16460 16.68864 11.97809
C: 7.74522 17.72336 12.71761
S: 7.11216 14.96623 9.83138
O: 6.06198 14.37928 10.63910
O: 6.73092 15.68636 8.61001
N: 8.27173 13.86228 9.67185
C: 9.12150 13.81090 8.69994
S: 8.91368 14.71474 7.18561
C: 10.27111 13.95895 6.59336
C: 10.87036 13.10302 7.52117
N: 10.19726 13.02693 8.68298
H: 10.53023 19.55225 12.86562
H: 9.02869 19.73332 13.77836
H: 10.77151 17.87276 11.13547
H: 9.57622 16.25596 9.58620
H: 6.21945 16.20183 12.24281
H: 7.21281 18.13413 13.57150
H: 10.54183 14.09183 5.55553
H: 11.74654 12.50423 7.39248

Atomic partial charges in e from the Löwdin method, atoms 1 to 8:
1. Zn 0.691
2. O -0.004
3. C -0.270
4. C -0.044
5. C -0.116
6. C -0.107
7. C -0.020
8. C -0.068